Entry from the Open Molecules 2025 dataset: a molecular structure, C18H13Cl2F10N3Os (ωB97M-V/def2-TZVPD).

- Charge: +2
- E_LUMO (alpha / beta): -6.17 / -9.20 eV
- HOMO-LUMO gap (alpha / beta): 0.305 / 0.214 Ha
- Spin multiplicity: 5
- F_max: 0.1 eV/A
- ⟨S²⟩: 6.063

```
47
Properties=species:S:1:pos:R:3:forces:R:3:mulliken_charge:R:1
Os 0.5155 0.0823 -0.2822 0.026 -0.002 0.018 0.58
C -1.3735 -1.6691 1.1878 0.016 0.043 -0.013 -0.83
N -1.1072 -0.2280 0.9131 0.000 0.000 -0.019 -0.15
C -2.2262 0.3962 0.1377 -0.001 -0.018 0.050 -1.16
C -2.2804 -0.1632 -1.2729 0.014 0.013 -0.027 -0.66
N -0.9274 -0.1482 -1.8672 -0.040 -0.011 0.014 0.00
C -0.7558 -0.4593 -3.1523 0.016 -0.004 0.023 0.19
C -1.7768 -0.9134 -4.0544 0.003 0.012 -0.008 0.58
F -3.0175 -1.0805 -3.6238 -0.004 -0.012 -0.014 -0.27
C -1.5122 -1.2138 -5.3654 -0.002 -0.006 -0.002 0.01
F -2.4688 -1.6424 -6.1557 -0.008 0.007 0.003 -0.23
C -0.2142 -1.0770 -5.8708 0.017 -0.004 -0.021 0.75
F 0.0339 -1.3621 -7.1147 -0.005 0.005 0.013 -0.22
C 0.8228 -0.6335 -5.0356 -0.013 0.005 -0.002 -0.19
F 2.0362 -0.4954 -5.5216 -0.002 -0.003 0.014 -0.24
C 0.5494 -0.3435 -3.7313 0.035 0.005 0.012 0.25
F 1.5439 0.0966 -2.9582 -0.032 0.001 -0.018 -0.16
C -0.8291 0.5134 2.1853 -0.022 -0.004 -0.021 -0.78
C 0.5895 0.2297 2.6463 0.032 0.000 -0.004 -0.90
N 1.4563 0.2124 1.4583 0.018 0.028 -0.031 0.30
C 2.8242 0.1182 1.5669 -0.055 0.009 0.011 -0.24
C 3.5355 -0.1202 0.3832 0.031 -0.005 -0.010 0.33
F 2.7932 -0.2907 -0.7591 0.010 -0.024 0.002 -0.30
C 4.8989 -0.2358 0.3056 -0.012 -0.002 0.018 -0.18
F 5.4983 -0.4754 -0.8424 -0.002 0.001 -0.009 -0.25
C 5.6347 -0.1073 1.4839 0.041 -0.004 -0.005 0.75
F 6.9402 -0.2117 1.4518 -0.009 0.003 -0.001 -0.24
C 4.9801 0.1246 2.6884 -0.022 0.003 -0.005 -0.01
F 5.6784 0.2433 3.7960 -0.003 0.008 0.006 -0.24
C 3.6004 0.2355 2.7320 0.005 0.001 0.005 0.75
F 3.0278 0.4648 3.9070 0.004 -0.004 -0.004 -0.28
H -2.3069 -1.7593 1.7458 -0.002 -0.010 0.000 0.38
H -0.5569 -2.0799 1.7759 -0.004 -0.009 0.003 0.31
H -1.4490 -2.2222 0.2553 -0.003 -0.009 0.002 0.31
H -2.0407 1.4716 0.1177 0.001 0.001 -0.013 0.40
H -3.1710 0.2230 0.6578 -0.004 0.005 -0.005 0.39
H -2.9691 0.4501 -1.8541 -0.002 -0.008 0.006 0.63
H -2.6781 -1.1791 -1.2780 -0.010 0.004 0.010 0.57
H -1.5617 0.2386 2.9461 -0.003 0.001 0.003 0.40
H -0.9368 1.5744 1.9610 0.008 -0.001 0.003 0.33
H 0.6784 -0.7258 3.1707 -0.012 0.001 0.007 0.49
H 0.8934 1.0063 3.3459 0.003 0.003 0.006 0.55
Cl 1.0909 2.5486 -1.1018 -0.008 0.016 -0.015 -0.02
C 2.1457 3.4981 0.0258 -0.017 -0.031 0.038 -0.29
Cl 1.4867 3.5656 1.6426 0.001 -0.008 -0.012 -0.07
H 2.1831 4.4933 -0.4022 0.008 0.002 0.000 0.43
H 3.1161 3.0165 0.0326 0.005 0.001 -0.008 0.21
```
Forces are in eV/Å.